C3H9NO2S2 | ωB97M-V with the def2-TZVPD basis set

## Properties
orbital gap (alpha / beta): 2.84 / 7.14 eV
calculated total energy: -1121.3199 Ha
relative energy (zero: lowest compared OMol25 entry of this formula, charge and spin): 18.15 kcal/mol
multiplicity: 2
total charge: -1
expectation value of S²: 0.754
lowest unoccupied orbital energy (alpha / beta): 2.9 / 2.9 eV
largest force on an atom: 2.78 eV Å⁻¹
E_HOMO (alpha / beta): 0.06 / -4.28 eV

```
17
C3H9NO2S2, DFT ωB97M-V with the def2-TZVPD basis set
S -0.00871 -2.45928 -2.75561
S 1.34608 -0.78001 -2.92636
O -0.52983 2.51035 0.30782
O -1.60146 -1.25944 2.57439
N 0.50310 1.08168 1.66469
C 1.26920 -0.04226 -1.23620
C 0.06361 1.44351 0.41074
C -0.04247 0.37141 -0.67810
H -1.16443 -0.41231 2.71466
H -1.16829 -1.85788 -3.12081
H -0.60437 -0.47328 -0.26335
H 1.80197 -0.73816 -0.60336
H 0.44496 1.73705 2.41648
H 0.96595 0.19594 1.79827
H -2.51456 -0.98967 2.42968
H -0.71545 0.86541 -1.37722
H 1.95472 0.80696 -1.35573
```

C3H9NO3 | ωB97M-V with the def2-TZVPD basis set

## Properties
orbital gap: 10.36 eV
calculated total energy: -400.1792 Ha
relative energy (zero: lowest compared OMol25 entry of this formula, charge and spin): 26.53 kcal/mol
SMILES: CC(=O)NCO.O
lowest unoccupied orbital energy: 0.6 eV
largest force on an atom: 0.78 eV Å⁻¹
E_HOMO: -9.80 eV

```
16
C3H9NO3, DFT ωB97M-V with the def2-TZVPD basis set
O -1.51842 -2.34610 2.54211
O 0.69761 1.07113 -2.08692
O -1.67730 0.10546 0.57367
N 0.12349 -0.60295 -0.56397
C -0.53100 0.31712 0.25547
C 0.29608 1.48590 0.72083
C 0.94752 -0.27621 -1.69245
H -0.43833 -1.43581 -0.64650
H 0.01298 2.37222 0.17245
H 0.70070 -0.92548 -2.53390
H -2.47426 -2.24441 2.56684
H 2.00681 -0.39518 -1.42458
H 0.20581 1.71191 1.77994
H 1.51256 1.41930 -2.46047
H 1.33384 1.23591 0.56756
H -1.19808 -1.49281 2.22992
```

C3H9NO3 | ωB97M-V with the def2-TZVPD basis set

## Properties
orbital gap: 10.51 eV
calculated total energy: -400.0858 Ha
relative energy (zero: lowest compared OMol25 entry of this formula, charge and spin): 85.15 kcal/mol
SMILES: C[C@H](O)NOCO
lowest unoccupied orbital energy: 0.8 eV
largest force on an atom: 4.60 eV Å⁻¹
E_HOMO: -9.69 eV

```
16
C3H9NO3, DFT ωB97M-V with the def2-TZVPD basis set
O 2.83896 -0.26639 -0.58934
O -1.66782 0.68332 1.27684
O 1.02495 0.36760 1.21200
N 0.28255 0.44121 -0.02815
C -1.92621 0.17911 -1.03698
C -1.08265 -0.01814 0.20932
C 2.08132 -0.62004 0.49253
H 0.27558 1.42769 -0.28925
H -2.92696 -0.20653 -0.85644
H -1.48282 -0.34344 -1.88242
H 1.52496 -1.55439 0.37938
H -0.98709 0.72427 1.96982
H -0.99970 -1.08867 0.45601
H 2.75865 -0.67698 1.34046
H 2.28900 -0.28892 -1.38465
H -2.00274 1.24028 -1.26915
```

C3H9NO3 | ωB97M-V with the def2-TZVPD basis set

## Properties
orbital gap: 10.51 eV
calculated total energy: -400.1384 Ha
relative energy (zero: lowest compared OMol25 entry of this formula, charge and spin): 52.14 kcal/mol
SMILES: N[C@H](C=O)CO.O
lowest unoccupied orbital energy: 0.5 eV
largest force on an atom: 1.46 eV Å⁻¹
E_HOMO: -10.01 eV

```
16
C3H9NO3, DFT ωB97M-V with the def2-TZVPD basis set
O -0.97892 -1.51968 2.97116
O 1.54311 -0.52744 -2.14437
O -2.31321 0.48666 -1.20190
N 0.73321 0.93776 0.60875
C 0.37665 -0.68488 -1.36560
C 0.01008 0.63231 -0.65076
C -1.48388 0.73984 -0.37993
H 1.73239 1.00224 0.42862
H 0.29354 1.48329 -1.29517
H 2.10608 0.15648 -1.74241
H -0.46538 -0.92272 -2.01973
H -1.66173 1.11372 0.64480
H 0.38525 -1.48768 -0.61269
H -0.25598 -1.38637 3.59837
H 0.45413 1.86499 0.90728
H -0.47534 -1.88853 2.25357
```

C3H9NO3 | ωB97M-V with the def2-TZVPD basis set

## Properties
orbital gap: 9.71 eV
calculated total energy: -400.0742 Ha
relative energy (zero: lowest compared OMol25 entry of this formula, charge and spin): 92.43 kcal/mol
SMILES: C/C=N\O.C=O.O
lowest unoccupied orbital energy: 0.0 eV
largest force on an atom: 2.31 eV Å⁻¹
E_HOMO: -9.69 eV

```
16
C3H9NO3, DFT ωB97M-V with the def2-TZVPD basis set
O -1.33747 0.35680 1.31619
O -0.15386 0.32994 -1.90620
O -2.49233 -0.54661 -0.91571
N -0.44982 -0.65275 1.03074
C 1.27194 1.11889 1.14177
C 0.77493 -0.26835 0.88151
C 0.73467 -0.42375 -1.52232
H -2.48358 -1.49264 -1.08266
H 0.56327 -1.50872 -1.46984
H -2.17691 0.03569 0.92987
H 0.59808 1.83261 0.66933
H 2.28372 1.24417 0.76397
H 1.78723 -0.11293 -1.55300
H 1.48092 -1.08994 0.92411
H -1.67796 -0.14411 -1.42005
H 1.27718 1.32171 2.21229
```

C3H9NO3 | ωB97M-V with the def2-TZVPD basis set

## Properties
orbital gap: 10.12 eV
calculated total energy: -400.1829 Ha
relative energy (zero: lowest compared OMol25 entry of this formula, charge and spin): 24.19 kcal/mol
SMILES: NCCC(=O)O.O
lowest unoccupied orbital energy: 0.7 eV
largest force on an atom: 1.66 eV Å⁻¹
E_HOMO: -9.43 eV

```
16
C3H9NO3, DFT ωB97M-V with the def2-TZVPD basis set
O 4.32046 -0.35511 -0.08409
O -7.02380 2.46226 1.21203
O 2.68917 1.13135 0.05935
N -0.41497 -1.52974 -0.38401
C 2.04849 -1.08929 -0.49265
C 0.72730 -0.80306 0.18284
C 3.14049 -0.12761 -0.16074
H 2.41079 -2.08796 -0.30798
H 0.81669 -0.88480 1.25219
H -6.19821 2.89009 1.43943
H 0.54746 0.26858 0.11897
H 3.49605 1.65958 0.14865
H -7.09866 2.41234 0.25956
H 1.95775 -1.18314 -1.58687
H -1.23128 -0.94549 -0.35464
H -0.18770 -1.81801 -1.30205
```

C3H9NO3 | ωB97M-V with the def2-TZVPD basis set

## Properties
orbital gap: 10.03 eV
calculated total energy: -400.1353 Ha
relative energy (zero: lowest compared OMol25 entry of this formula, charge and spin): 54.06 kcal/mol
SMILES: CC(O)(O)NCO
lowest unoccupied orbital energy: 0.6 eV
largest force on an atom: 5.27 eV Å⁻¹
E_HOMO: -9.42 eV

```
16
C3H9NO3, DFT ωB97M-V with the def2-TZVPD basis set
O -2.57766 0.61963 0.17088
O 1.02595 -0.70350 1.18084
O 0.14654 1.30601 0.59292
N -0.46766 -0.50530 -0.63244
C 0.53351 0.06146 0.13436
C 1.86491 0.12951 -1.04023
C -1.88391 -0.57222 0.26359
H 0.77568 1.98367 0.31980
H -2.47009 -1.34257 -0.23334
H 1.52600 0.64048 -1.93381
H -1.68833 -0.85671 1.31213
H 0.61223 -0.44717 2.01491
H 2.19269 -0.88472 -1.23872
H -0.21055 -1.44050 -0.91801
H -2.01927 1.31786 0.53700
H 2.63994 0.69407 -0.52990
```

C3H9NO3 | ωB97M-V with the def2-TZVPD basis set

## Properties
orbital gap (alpha / beta): 7.80 / 7.00 eV
calculated total energy: -399.9830 Ha
relative energy (zero: lowest compared OMol25 entry of this formula, charge and spin): 149.63 kcal/mol
lowest unoccupied orbital energy (alpha / beta): 0.5 / 0.5 eV
largest force on an atom: 1.73 eV Å⁻¹
E_HOMO (alpha / beta): -7.27 / -6.46 eV

```
16
C3H9NO3, DFT ωB97M-V with the def2-TZVPD basis set
O 1.01471 0.23540 1.64669
O 0.10067 1.46028 0.02360
O -2.42108 0.70882 -0.24020
N 0.28900 -0.90479 -0.18352
C 2.31023 -0.50856 -0.85799
C 0.37411 0.22879 0.47666
C -1.95974 -0.38971 0.55822
H 0.90317 1.10837 2.04892
H -0.81705 1.46828 -0.34196
H -2.79999 0.37570 -1.06232
H 2.57623 0.54338 -0.89391
H 2.20745 -0.97813 -1.82957
H -2.37057 -1.34433 0.24432
H -2.11225 -0.17610 1.61155
H -0.14840 -0.74511 -1.08123
H 2.85350 -1.08229 -0.11927
```

C3H9NO3 | ωB97M-V with the def2-TZVPD basis set

## Properties
orbital gap: 3.66 eV
calculated total energy: -399.8883 Ha
relative energy (zero: lowest compared OMol25 entry of this formula, charge and spin): 209.09 kcal/mol
lowest unoccupied orbital energy: -5.5 eV
largest force on an atom: 1.71 eV Å⁻¹
E_HOMO: -9.15 eV

```
16
C3H9NO3, DFT ωB97M-V with the def2-TZVPD basis set
O 1.29060 -1.91816 -0.30147
O -1.81114 1.53005 -0.81029
O -1.41718 0.72865 1.40943
N 2.87567 -0.30115 -0.14089
C -1.17076 -0.61738 1.33416
C 1.68020 -0.76975 -0.53344
C 0.84154 0.25344 -1.23456
H -0.27439 -0.90486 0.70805
H -2.32018 2.34395 -0.97668
H 1.46726 0.78148 -1.93791
H -0.08062 -0.15729 -1.66641
H -1.79333 1.04383 0.45158
H 0.44127 0.82427 -0.40419
H -1.98868 -1.22136 0.98195
H -0.92186 -0.95005 2.35242
H 3.18158 -0.66567 0.76824
```

C3H9NO3S | ωB97M-V with the def2-TZVPD basis set

## Properties
orbital gap: 9.19 eV
calculated total energy: -798.2986 Ha
relative energy (zero: lowest compared OMol25 entry of this formula, charge and spin): 64.97 kcal/mol
SMILES: O=S(=O)=O.CN(C)C
lowest unoccupied orbital energy: -0.2 eV
largest force on an atom: 5.62 eV Å⁻¹
E_HOMO: -9.40 eV

```
17
C3H9NO3S, DFT ωB97M-V with the def2-TZVPD basis set
S 2.90406 -0.01227 -0.13585
O 2.83760 -1.06989 -1.10336
O 3.25606 1.36018 -0.53118
O 3.07505 -0.35478 1.27795
N 0.36229 0.07461 -0.03177
C 0.27507 -1.36810 -0.03410
C 0.14384 0.76664 -1.23375
C 0.08265 0.73594 1.24272
H 0.73009 1.68237 -1.20535
H -0.84115 1.27516 1.26168
H 0.40145 0.21082 -2.04571
H 0.86199 -1.86024 0.70806
H -1.00998 1.13630 -1.20604
H -0.77591 -1.68992 -0.08878
H 0.63820 -1.70668 -0.99682
H 0.81851 1.44078 1.51207
H -0.05767 -0.03007 1.96738
```

largest force on an atom of number 2 (C3H9NO3)?
0.78 eV Å⁻¹

Which formula does entry 2 have?
C3H9NO3

Which value of relative energy (zero: lowest compared OMol25 entry of this formula, charge and spin) does entry 2 give?
26.53 kcal/mol

largest force on an atom of number 8 (C3H9NO3)?
1.73 eV Å⁻¹